# 1
Density functional theory data (wB97M-V/def2-TZVPD) for C20H34N4O2 in the gas phase.

The value obtained for the HOMO-LUMO gap is 9.0 eV. Its LUMO energy is 0.8 eV. Its structure (SMILES) is CN(CCCN1CCCCC1)C(=O)CCc1nnc(C2CCCCC2)o1. The molar mass comes out at 362.5 g/mol. The largest force on an atom is 1.4 eV/A.

Positions of all 60 atoms, in Å:
C -5.16 1.89 -2.42
N -3.93 1.96 -1.65
C -3.86 1.29 -0.47
O -4.81 0.68 -0.02
C -2.52 1.37 0.24
C -2.44 0.35 1.38
C -1.04 0.25 1.85
N -0.18 1.21 1.99
N 0.99 0.64 2.37
C 0.79 -0.63 2.43
O -0.48 -0.95 2.11
C 1.79 -1.68 2.76
C 2.10 -2.50 1.50
C 3.12 -3.59 1.82
C 2.61 -4.50 2.93
C 2.30 -3.68 4.18
C 1.27 -2.59 3.87
H 0.34 -3.05 3.55
H 1.07 -2.00 4.77
H 1.91 -4.33 4.97
H 3.22 -3.21 4.55
H 1.70 -5.01 2.60
H 3.36 -5.26 3.17
H 3.32 -4.18 0.92
H 4.06 -3.12 2.13
H 1.17 -2.96 1.14
H 2.48 -1.85 0.71
H 2.70 -1.17 3.09
H -3.09 0.65 2.20
H -2.77 -0.63 1.03
H -1.71 1.19 -0.47
H -2.39 2.37 0.65
C -2.81 2.58 -2.31
H -2.14 3.01 -1.56
H -3.19 3.40 -2.93
C -2.01 1.59 -3.19
H -2.32 1.68 -4.23
H -2.23 0.58 -2.86
C -0.50 1.83 -3.08
N -0.04 1.48 -1.75
C 0.85 2.44 -1.11
C 2.30 2.36 -1.62
C 2.83 0.94 -1.42
C 1.91 -0.04 -2.14
C 0.47 0.13 -1.62
H -0.20 -0.55 -2.14
H 0.46 -0.13 -0.56
H 1.94 0.14 -3.21
H 2.23 -1.07 -1.97
H 3.85 0.86 -1.80
H 2.84 0.72 -0.35
H 2.33 2.62 -2.68
H 2.91 3.08 -1.08
H 0.45 3.44 -1.26
H 0.84 2.22 -0.04
H 0.01 1.24 -3.86
H -0.29 2.88 -3.28
H -4.99 1.36 -3.36
H -5.52 2.89 -2.64
H -5.90 1.35 -1.83

---

# 2
Density functional theory data (wB97M-V/def2-TZVPD) for a molecular structure, C20H34N9SSe2Tc.

The value obtained for the HOMO-LUMO gap (alpha / beta) is 6.4 / 4.4 eV. Its LUMO energy (alpha / beta) is -9.4 / -11.3 eV. The spin multiplicity is 4. The molar mass comes out at 688.5 g/mol. The charge is +3. The largest force on an atom is 0.6 eV/A.

Positions of all 67 atoms, in Å:
Tc -0.69 0.86 -0.36
C -0.68 2.65 3.60
C -0.40 2.21 2.22
N -1.14 1.33 1.61
N -2.21 0.83 2.29
C -2.90 -0.04 1.60
N -3.97 -0.61 2.14
S -2.49 -0.54 -0.05
C 0.73 2.74 1.42
C 1.69 3.60 1.92
C 2.71 4.04 1.09
C 2.74 3.62 -0.23
C 1.76 2.75 -0.67
N 0.78 2.32 0.13
H -1.75 2.76 3.74
H -0.18 3.58 3.85
H -0.36 1.88 4.31
H -4.23 -0.39 3.09
H -4.52 -1.29 1.64
H 1.65 3.93 2.95
H 3.46 4.72 1.46
H 3.51 3.95 -0.91
H 1.75 2.38 -1.69
C -0.47 -4.87 -1.88
Se -1.53 -3.39 -1.18
C -1.79 -2.46 -2.87
C -0.59 -1.69 -3.38
Se -0.42 0.20 -2.85
C -1.98 0.90 -3.78
H 0.56 -4.57 -2.08
H -0.94 -5.26 -2.77
H -0.48 -5.64 -1.11
H -2.68 -1.84 -2.77
H -2.04 -3.22 -3.61
H -0.61 -1.58 -4.47
H 0.36 -2.13 -3.09
H -2.89 0.59 -3.28
H -1.93 0.51 -4.79
H -1.89 1.98 -3.81
C 2.22 -4.26 2.35
C 3.54 -3.80 1.72
C 3.84 -4.53 0.42
C 3.60 -2.28 1.62
N 2.48 -1.70 0.83
C 1.59 -0.78 1.19
N 0.78 -0.58 0.16
N 1.23 -1.38 -0.84
N 2.24 -2.03 -0.44
H 2.25 -5.33 2.54
H 1.38 -4.08 1.67
H 2.02 -3.76 3.30
H 4.35 -4.03 2.42
H 3.01 -4.47 -0.29
H 4.00 -5.59 0.63
H 4.73 -4.15 -0.07
H 4.52 -1.92 1.17
H 3.49 -1.84 2.61
H 1.52 -0.35 2.18
C -3.26 5.62 -0.77
C -3.47 4.39 -1.65
C -2.61 3.28 -1.26
N -1.93 2.41 -0.94
H -3.97 6.39 -1.07
H -2.26 6.03 -0.89
H -3.44 5.39 0.28
H -3.26 4.61 -2.70
H -4.50 4.02 -1.60

---

# 3
Density functional theory data (wB97M-V/def2-TZVPD) for 5 unconnected molecules or ions with the total composition C20H35ClO11P.

The value obtained for the HOMO-LUMO gap is 8.2 eV. Its LUMO energy is -3.8 eV. The molar mass comes out at 517.9 g/mol. The charge is +1. The largest force on an atom is 2.2 eV/A.

Positions of all 68 atoms, in Å:
O 3.56 -2.02 3.05
C 3.01 -2.18 1.75
C 1.65 -1.41 1.62
O 0.96 -1.62 2.85
C -0.32 -1.12 2.80
O -1.23 -2.04 2.15
C -2.47 -1.39 2.00
P -3.90 -2.51 2.42
Cl -5.60 -1.31 2.57
H 3.08 -2.60 3.64
H 3.76 -1.74 1.07
H 2.88 -3.25 1.50
H 1.13 -1.80 0.73
H 1.92 -0.34 1.47
H -0.68 -1.02 3.85
H -0.41 -0.13 2.31
H -2.55 -1.11 0.93
H -2.57 -0.50 2.66
H -3.72 -3.13 3.68
H -4.11 -3.46 1.41
O -1.31 0.04 -0.98
C -1.86 1.09 -0.80
O -2.71 1.30 0.23
C -3.30 2.61 0.11
C -2.33 3.40 -0.75
C -1.76 2.32 -1.66
H -4.28 2.52 -0.35
H -3.41 3.05 1.10
H -2.79 4.22 -1.28
H -1.53 3.81 -0.13
H -2.37 2.17 -2.56
H -0.73 2.52 -1.94
O 0.71 3.55 -1.05
C 1.84 3.26 -0.76
O 2.69 4.12 -0.16
C 3.99 3.52 -0.06
C 3.75 2.02 -0.14
C 2.53 1.95 -1.05
H 4.61 3.88 -0.88
H 4.46 3.81 0.89
H 4.61 1.47 -0.51
H 3.49 1.63 0.84
H 2.81 1.93 -2.11
H 1.89 1.11 -0.81
O -5.29 -5.30 2.37
C -4.60 -6.25 2.07
O -3.35 -6.11 1.57
C -2.83 -7.41 1.21
C -3.64 -8.39 2.04
C -4.98 -7.70 2.15
H -2.97 -7.55 0.14
H -1.77 -7.45 1.44
H -3.69 -9.39 1.59
H -3.19 -8.49 3.03
H -5.64 -7.93 1.30
H -5.48 -7.92 3.09
O 4.67 3.03 -3.38
C 4.31 4.11 -3.79
O 5.17 5.11 -4.08
C 4.44 6.29 -4.44
C 3.08 5.79 -4.88
C 2.89 4.56 -4.01
H 4.38 6.94 -3.56
H 4.96 6.82 -5.23
H 2.29 6.54 -4.77
H 3.11 5.50 -5.93
H 2.44 4.81 -3.04
H 2.31 3.79 -4.51

---

# 4
Density functional theory data (wB97M-V/def2-TZVPD) for 5 unconnected molecules or ions with the total composition C20H35F9O10.

The value obtained for the HOMO-LUMO gap (alpha / beta) is 9.9 / 3.4 eV. Its LUMO energy (alpha / beta) is -2.4 / -8.9 eV. The spin multiplicity is 2. The molar mass comes out at 606.5 g/mol. The charge is +1. The largest force on an atom is 4.9 eV/A.

Positions of all 74 atoms, in Å:
C 13.14 6.76 -18.38
O 13.93 6.43 -19.46
C 14.66 7.43 -20.13
C 15.36 6.85 -21.40
O 14.41 6.32 -22.34
C 14.91 5.65 -23.52
H 12.34 7.36 -18.82
H 13.52 7.43 -17.61
H 12.75 5.85 -17.92
H 15.40 7.96 -19.53
H 13.91 8.13 -20.48
H 16.11 6.10 -21.16
H 16.02 7.61 -21.83
H 15.26 6.38 -24.24
H 14.20 4.99 -24.01
H 15.82 5.08 -23.30
C 9.22 9.46 -24.76
O 10.06 9.24 -23.59
C 10.00 10.24 -22.59
C 11.17 9.99 -21.63
O 12.49 10.25 -22.08
C 12.95 9.61 -23.22
H 9.22 8.80 -25.63
H 9.44 10.43 -25.20
H 8.22 9.43 -24.33
H 9.08 10.21 -22.01
H 10.11 11.24 -23.02
H 11.25 9.01 -21.17
H 11.07 10.66 -20.78
H 12.43 9.87 -24.14
H 13.05 8.54 -23.04
H 13.94 10.04 -23.36
C 10.97 4.86 -21.06
C 10.41 6.14 -21.78
O 9.06 6.31 -21.45
C 8.67 6.91 -20.26
O 9.41 7.24 -19.36
C 7.15 7.38 -20.33
F 6.57 6.78 -21.42
F 6.60 7.10 -19.15
F 7.07 8.71 -20.35
H 10.46 3.99 -21.46
H 11.01 5.01 -19.98
H 11.97 4.72 -21.47
H 10.52 5.92 -22.84
H 11.11 6.92 -21.48
C 2.81 8.32 -18.79
C 3.86 7.64 -19.72
O 3.41 7.15 -21.00
C 3.04 8.02 -22.00
O 2.93 9.26 -22.00
C 2.70 7.32 -23.26
F 3.55 6.30 -23.41
F 1.52 6.81 -23.21
F 2.77 8.14 -24.41
H 2.73 9.38 -19.03
H 3.19 8.33 -17.76
H 1.82 7.87 -18.78
H 4.17 6.73 -19.21
H 4.84 8.10 -19.79
C 12.18 1.72 -26.58
C 12.64 2.88 -27.50
O 11.90 4.03 -27.03
C 12.43 5.31 -27.35
O 13.27 5.48 -28.25
C 11.96 6.56 -26.60
F 11.04 6.28 -25.69
F 13.01 7.22 -25.99
F 11.36 7.41 -27.44
H 12.32 1.99 -25.54
H 12.95 0.95 -26.71
H 11.17 1.34 -26.72
H 12.41 2.72 -28.55
H 13.70 3.10 -27.40